The following is a DFT calculation (the ωB97M-V functional and the def2-TZVPD basis) of a cluster of 9 separate species, C27H54O19 in total at a distorted geometry.

CARTESIAN COORDINATES (ANGSTROEM)
C1 6.51767 -0.75451 -3.80153
O1 5.21864 -1.21002 -3.51948
C2 4.16676 -0.36360 -3.72222
O2 4.10128 0.58661 -4.51815
O3 3.17171 -0.80759 -2.94344
C3 1.94066 -0.16661 -2.98892
H1 6.60709 0.28428 -3.48131
H2 6.74459 -0.74576 -4.86796
H3 7.24805 -1.35747 -3.26450
H4 1.11202 -0.81522 -2.70669
H5 1.69007 0.20193 -3.98441
H6 1.86302 0.72031 -2.35864
C4 -1.01574 -3.39521 4.28362
O4 -0.33544 -2.37714 3.57556
C5 -0.51079 -1.12078 4.05719
O5 -1.25696 -0.76793 4.93579
O6 0.46185 -0.33710 3.50689
C6 0.74285 0.92470 4.04752
H7 -2.04851 -3.55856 3.97844
H8 -0.99278 -3.13988 5.34381
H9 -0.42954 -4.31331 4.25782
H10 1.55118 0.84533 4.77518
H11 -0.14755 1.31500 4.54098
H12 1.05961 1.61439 3.26772
C7 2.31828 3.85540 0.21930
O7 3.43944 3.63312 0.98377
C8 3.65653 2.53405 1.66788
O8 2.83540 1.60973 1.78682
O9 4.84567 2.55078 2.23161
C9 5.31287 1.32005 2.76932
H13 1.37080 3.51870 0.63872
H14 2.59595 3.39461 -0.72982
H15 2.24458 4.92924 0.04985
H16 4.61821 0.99385 3.54301
H17 6.27109 1.52607 3.24413
H18 5.44194 0.56298 1.99686
C10 -4.19782 1.37385 -8.97394
O10 -3.84046 1.28159 -7.63800
C11 -2.72013 0.66576 -7.24534
O11 -1.97840 -0.08510 -7.86045
O12 -2.55026 1.01900 -5.90022
C12 -1.56617 0.34764 -5.06835
H19 -3.72049 2.17169 -9.54254
H20 -5.26831 1.57448 -8.91652
H21 -4.16898 0.45670 -9.56351
H22 -1.73816 0.65788 -4.03943
H23 -0.53019 0.50525 -5.36595
H24 -1.87009 -0.68307 -5.25246
C13 -3.76738 2.74281 3.67628
O13 -2.81336 3.01232 4.69521
C14 -2.67058 2.22522 5.73082
O14 -3.32511 1.23044 5.95773
O15 -1.52001 2.61794 6.44450
C15 -1.31747 2.03287 7.70898
H25 -3.69650 3.56805 2.96975
H26 -4.72177 2.83898 4.19559
H27 -3.68673 1.78677 3.16109
H28 -0.41538 2.41127 8.18791
H29 -1.29375 0.94407 7.66664
H30 -2.13459 2.35765 8.35509
C16 -5.48932 0.71064 0.15867
C17 -5.28805 2.24150 0.31337
O16 -4.17153 2.73384 0.35846
C18 -6.53581 3.06892 0.39976
H31 -4.57538 0.27551 0.56306
H32 -5.48793 0.43817 -0.89741
H33 -6.40022 0.32762 0.61651
H34 -7.09421 2.76665 -0.48652
H35 -6.22019 4.11094 0.36395
H36 -7.04033 2.86769 1.34449
C19 5.11676 -3.01606 -0.92968
C20 4.64730 -2.43546 0.39012
O17 5.42018 -1.66746 0.94124
C21 3.15418 -2.52784 0.74431
H37 5.19657 -4.10396 -0.91622
H38 6.04791 -2.55307 -1.25149
H39 4.37681 -2.80095 -1.70135
H40 2.74427 -3.41652 1.22304
H41 2.54726 -2.28423 -0.12790
H42 3.04453 -1.69855 1.44481
C22 0.12516 -5.39776 -2.65923
C23 -0.64102 -4.25303 -2.01522
O18 -0.79535 -3.23393 -2.68939
C24 -1.05197 -4.47387 -0.57539
H43 0.56523 -5.04625 -3.59166
H44 -0.45741 -6.28260 -2.91712
H45 0.89757 -5.68146 -1.94340
H46 -2.12845 -4.64619 -0.58103
H47 -0.83084 -3.59558 0.03165
H48 -0.49683 -5.30035 -0.13382
C25 -0.04981 -0.47991 0.01792
C26 -0.79329 0.80554 -0.15683
O19 -0.90225 1.33227 -1.26366
C27 -1.12153 1.59059 1.10570
H49 1.03694 -0.40308 0.02218
H50 -0.43261 -1.20865 -0.69722
H51 -0.30624 -0.84186 1.01508
H52 -0.17798 1.79450 1.61332
H53 -1.74412 0.98545 1.76554
H54 -1.58643 2.55433 0.90371

The gap between HOMO and LUMO comes out at 9.76 eV. As for the total charge: 0. The energy above the lowest of the compared OMol25 structures with the same formula, charge and spin is 0.000 eV. The lowest unoccupied orbital energy is 0.38 eV. As for the structure (SMILES): COC(=O)OC.COC(=O)OC.COC(=O)OC.COC(=O)OC.COC(=O)OC.CC(C)=O.CC(C)=O.CC(C)=O.CC(C)=O.